(1)
Entry from the Open Molecules 2025 dataset: 2 unconnected molecules or ions with the total composition C3H11NO2S2 in a non-equilibrium geometry (ωB97M-V/def2-TZVPD).

Bonds (Å) are listed after each position.
CARTESIAN COORDINATES (ANGSTROEM)
1 N -0.6618 1.2025 0.5345  C2 1.443, H8 1.013, H9 1.006
2 C 0.3410 0.1681 0.4577  N1 1.443, C3 1.546, C5 1.542, H10 1.092
3 C 1.4737 0.2292 1.5086  C2 1.546, O4 1.449, H11 1.092, H12 1.090
4 O 1.7926 1.6027 1.8417  C3 1.449, H13 0.962
5 C -0.2549 -1.2446 0.6238  C2 1.542, S6 1.805, H14 1.090, H15 1.094
6 S -1.0755 -1.8318 -0.8723  C5 1.805, S7 1.965
7 S -2.9805 -1.3543 -0.8081  S6 1.965, H16 1.358
8 H -0.5476 1.7500 -0.3098  N1 1.013
9 H -0.5238 1.8049 1.3277  N1 1.006
10 H 0.9296 0.1181 -0.4605  C2 1.092
11 H 1.1875 -0.1168 2.5041  C3 1.092
12 H 2.4033 -0.2429 1.1901  C3 1.090
13 H 2.0881 2.0610 1.0493  O4 0.962
14 H -0.8155 -1.2464 1.5583  C5 1.090
15 H 0.5311 -1.9788 0.8240  C5 1.094
16 H -3.0366 -0.0093 -0.9842  S7 1.358
17 O -0.4499 -0.1076 -3.0003  H18 0.966, H19 0.966
18 H -0.7567 -0.1690 -3.9143  O17 0.966
19 H 0.3560 -0.6349 -3.0703  O17 0.966

- electronic energy (eV) = -30544.0819
- HOMO (eV) = -8.29
- energy above the lowest of the compared OMol25 structures with the same formula, charge and spin (kcal/mol) = 21.0
- frontier orbital gap (Eh) = 0.320
- SMILES string = N[C@@H](CO)CSS.O
- LUMO (eV) = 0.4

How positive or negative is each atom? The natural (NBO) charges in e answer that:
1. N -0.84
2. C -0.10
3. C -0.08
4. O -0.73
5. C -0.56
6. S 0.12
7. S -0.13
8. H 0.37
9. H 0.38
10. H 0.18
11. H 0.18
12. H 0.17
13. H 0.46
14. H 0.23
15. H 0.22
16. H 0.12
17. O -0.93
18. H 0.47
19. H 0.47

(2)
Entry from the Open Molecules 2025 dataset: 2 unconnected molecules or ions with the total composition C3H11NO2S2 in a non-equilibrium geometry (ωB97M-V/def2-TZVPD).

Bonds (Å) are listed after each position.
CARTESIAN COORDINATES (ANGSTROEM)
1 N 0.1851 1.6886 0.9040  C2 1.482, H8 0.992, H9 0.983
2 C 0.4635 0.2742 1.2468  N1 1.482, C3 1.555, C5 1.561, H10 1.216
3 C 1.9972 0.2360 1.5024  C2 1.555, O4 1.453, H11 1.180, H12 1.134
4 O 2.6128 -0.2854 0.2944  C3 1.453, H13 1.006
5 C -0.6256 -0.2377 2.2408  C2 1.561, S6 1.851, H14 1.031, H15 1.078
6 S -2.1529 -1.1880 1.8038  C5 1.851, S7 2.088
7 S -2.6736 -0.8361 -0.1876  S6 2.088, H16 1.315
8 H 0.2190 2.1825 1.7638  N1 0.992
9 H -0.5964 1.9189 0.3535  N1 0.983
10 H 0.3804 -0.4980 0.3116  C2 1.216
11 H 2.5306 1.2653 1.7227  C3 1.180
12 H 2.2710 -0.5698 2.2521  C3 1.134
13 H 2.6032 0.4572 -0.3846  O4 1.006
14 H -0.8247 0.5496 2.8763  C5 1.031
15 H -0.0599 -0.7924 2.9723  C5 1.078
16 H -1.9394 -1.6757 -0.8847  S7 1.315
17 O -1.6466 -0.9188 -6.5509  H18 0.974, H19 0.886
18 H -1.2574 -0.0554 -6.3222  O17 0.974
19 H -1.4863 -1.5148 -5.9146  O17 0.886

- electronic energy (eV) = -30543.0023
- HOMO (eV) = -9.23
- energy above the lowest of the compared OMol25 structures with the same formula, charge and spin (kcal/mol) = 45.9
- frontier orbital gap (Eh) = 0.344
- SMILES string = N[C@@H](CO)CSS.O
- LUMO (eV) = 0.1

How positive or negative is each atom? The natural (NBO) charges in e answer that:
1. N -0.86
2. C -0.09
3. C -0.07
4. O -0.73
5. C -0.56
6. S 0.11
7. S -0.13
8. H 0.35
9. H 0.37
10. H 0.22
11. H 0.19
12. H 0.18
13. H 0.47
14. H 0.20
15. H 0.23
16. H 0.12
17. O -0.93
18. H 0.47
19. H 0.46

(3)
Entry from the Open Molecules 2025 dataset: 4 unconnected molecules or ions with the total composition C3H11NO3 in a non-equilibrium geometry (ωB97M-V/def2-TZVPD).

Bonds (Å) are listed after each position.
CARTESIAN COORDINATES (ANGSTROEM)
1 C 2.2721 -0.6400 0.0456  C2 1.325, H5 1.082, H6 1.085
2 C 1.8370 0.1075 1.0494  C1 1.325, N3 1.413, H7 1.085
3 N 0.8816 1.1407 0.9253  C2 1.413, C4 1.259
4 C 0.7997 1.8278 -0.1264  N3 1.259, H8 1.090, H9 1.098
5 H 1.8780 -0.5620 -0.9588  C1 1.082
6 H 2.9749 -1.4539 0.1897  C1 1.085
7 H 2.0641 -0.1963 2.0660  C2 1.085
8 H 0.1112 2.6722 -0.1695  C4 1.090
9 H 1.3247 1.6297 -1.0698  C4 1.098
10 O -2.2832 0.5828 1.6447  H11 0.968, H12 0.965
11 H -1.3522 0.8451 1.6768  O10 0.968
12 H -2.6913 1.3292 1.1894  O10 0.965
13 O 0.1003 -1.8034 -2.0945  H14 0.957, H15 0.957
14 H -0.3339 -2.5869 -1.7567  O13 0.957
15 H 0.0489 -1.0879 -1.4606  O13 0.957
16 O -2.2592 -0.7222 -0.8859  H17 0.961, H18 0.961
17 H -2.8577 -0.5704 -0.1491  O16 0.961
18 H -2.6386 -0.5186 -1.7451  O16 0.961

- electronic energy (eV) = -10920.3481
- HOMO (eV) = -9.75
- energy above the lowest of the compared OMol25 structures with the same formula, charge and spin (kcal/mol) = 61.3
- frontier orbital gap (Eh) = 0.372
- SMILES string = C=CN=C.O.O.O
- LUMO (eV) = 0.4

How positive or negative is each atom? The natural (NBO) charges in e answer that:
1. C -0.39
2. C -0.06
3. N -0.45
4. C -0.02
5. H 0.20
6. H 0.21
7. H 0.20
8. H 0.17
9. H 0.15
10. O -0.96
11. H 0.49
12. H 0.46
13. O -0.96
14. H 0.48
15. H 0.48
16. O -0.98
17. H 0.50
18. H 0.48

(4)
Entry from the Open Molecules 2025 dataset: 3 unconnected molecules or ions with the total composition C3H11NO3 in a non-equilibrium geometry (ωB97M-V/def2-TZVPD).

Bonds (Å) are listed after each position.
CARTESIAN COORDINATES (ANGSTROEM)
1 C 1.0419 -1.6025 0.3554  C2 1.516, H6 1.080, H7 1.071, H8 1.082
2 C 0.0544 -0.4673 0.1736  C1 1.516, C3 1.784, H9 1.081, H10 1.096
3 C 0.8558 1.1250 0.2547  C2 1.784, N4 1.432, O5 1.247, H16 1.127
4 N 1.6376 1.1196 -0.9455  C3 1.432, H11 1.025, H12 1.012
5 O 1.4878 1.1065 1.3295  C3 1.247
6 H 1.5218 -1.5563 1.3223  C1 1.080
7 H 1.8227 -1.5322 -0.3737  C1 1.071
8 H 0.4552 -2.5069 0.2640  C1 1.082
9 H -0.4539 -0.6626 -0.7603  C2 1.081
10 H -0.5573 -0.2964 1.0665  C2 1.096
11 H 2.5653 0.8274 -0.6220  N4 1.025
12 H 1.7427 2.0572 -1.3110  N4 1.012
13 H -3.1691 -1.2717 0.0004  O15 0.960
14 H -2.0821 0.2375 -0.0721  O18 1.054
15 O -2.2412 -1.2644 -0.2474  H13 0.960
16 H -0.0770 1.7480 0.1516  C3 1.127
17 H -2.6905 1.6610 -0.5000  O18 0.960
18 O -1.9141 1.2781 -0.0860  H14 1.054, H17 0.960

- electronic energy (eV) = -10915.6302
- HOMO (eV) = -8.92
- energy above the lowest of the compared OMol25 structures with the same formula, charge and spin (kcal/mol) = 170.1
- frontier orbital gap (Eh) = 0.195
- LUMO (eV) = -3.6

How positive or negative is each atom? The natural (NBO) charges in e answer that:
1. C -0.67
2. C -0.11
3. C 0.29
4. N -0.79
5. O -0.40
6. H 0.22
7. H 0.22
8. H 0.28
9. H 0.30
10. H 0.27
11. H 0.37
12. H 0.39
13. H 0.45
14. H 0.50
15. O -1.08
16. H 0.33
17. H 0.48
18. O -1.04

(5)
Entry from the Open Molecules 2025 dataset: 3 unconnected molecules or ions with the total composition C3H11NO3 (ωB97M-V/def2-TZVPD).

Bonds (Å) are listed after each position.
CARTESIAN COORDINATES (ANGSTROEM)
1 C 0.7299 1.2888 0.4302  C2 1.522, H6 1.089, H7 1.077, H8 1.093
2 C 0.2991 0.6764 1.7556  C1 1.522, C3 1.516, H9 1.084, H10 1.093
3 C -0.3185 -0.6873 1.5145  C2 1.516, N4 1.364, O5 1.220
4 N -0.2749 -1.5761 2.5488  C3 1.364, H11 1.007, H12 1.004
5 O -0.7880 -1.0186 0.4386  C3 1.220
6 H 1.2956 0.5956 -0.1907  C1 1.089
7 H -0.1311 1.6212 -0.1253  C1 1.077
8 H 1.3929 2.1400 0.6028  C1 1.093
9 H -0.4314 1.3186 2.2336  C2 1.084
10 H 1.1539 0.5727 2.4280  C2 1.093
11 H -0.0076 -1.2580 3.4659  N4 1.007
12 H -0.6840 -2.4823 2.4117  N4 1.004
13 O -0.3970 1.7062 -2.8556  H14 0.965, H15 0.966
14 H -0.7361 0.8037 -2.8093  O13 0.965
15 H -1.0422 2.3679 -2.5756  O13 0.966
16 O 0.5671 -0.8617 -2.7981  H17 0.971, H18 0.963
17 H 1.1317 -0.1244 -2.5158  O16 0.971
18 H 0.4812 -1.4568 -2.0460  O16 0.963

- electronic energy (eV) = -10922.6953
- HOMO (eV) = -10.06
- energy above the lowest of the compared OMol25 structures with the same formula, charge and spin (kcal/mol) = 7.2
- frontier orbital gap (Eh) = 0.396
- SMILES string = CCC(N)=O.O.O
- LUMO (eV) = 0.7

How positive or negative is each atom? The natural (NBO) charges in e answer that:
1. C -0.59
2. C -0.51
3. C 0.68
4. N -0.82
5. O -0.63
6. H 0.20
7. H 0.23
8. H 0.21
9. H 0.23
10. H 0.21
11. H 0.39
12. H 0.41
13. O -0.98
14. H 0.50
15. H 0.47
16. O -0.96
17. H 0.48
18. H 0.48

(6)
Entry from the Open Molecules 2025 dataset: 3 unconnected molecules or ions with the total composition C3H11NO3 in a non-equilibrium geometry (ωB97M-V/def2-TZVPD).

Bonds (Å) are listed after each position.
CARTESIAN COORDINATES (ANGSTROEM)
1 C 0.9654 -1.8989 -0.9329  C2 1.533, H6 1.080, H7 1.086, H8 1.093
2 C 1.0397 -0.3845 -1.1601  C1 1.533, N3 1.444, C4 1.542, H9 1.105
3 N -0.2499 0.2260 -1.3848  C2 1.444, H10 0.994, H11 1.006
4 C 1.8960 0.2028 -0.0199  C2 1.542, O5 1.196, H12 1.104
5 O 2.9620 0.7020 -0.2323  C4 1.196
6 H 0.1894 -2.1378 -0.2208  C1 1.080
7 H 1.9349 -2.2923 -0.6400  C1 1.086
8 H 0.6656 -2.3458 -1.8842  C1 1.093
9 H 1.7122 -0.1811 -2.0132  C2 1.105
10 H -0.2324 0.9203 -2.0956  N3 0.994
11 H -1.0511 -0.2903 -1.0640  N3 1.006
12 H 1.5703 0.0167 1.0183  C4 1.104
13 O -0.3911 1.4208 1.7449  H14 0.957, H15 0.966
14 H -1.0334 1.4659 1.0374  O13 0.957
15 H 0.1271 2.2253 1.8772  O13 0.966
16 O -3.5988 0.4718 1.8892  H17 0.966, H18 0.962
17 H -3.0098 0.5679 2.6488  O16 0.966
18 H -3.4964 1.3115 1.4321  O16 0.962

- electronic energy (eV) = -10921.1491
- HOMO (eV) = -8.79
- energy above the lowest of the compared OMol25 structures with the same formula, charge and spin (kcal/mol) = 42.8
- frontier orbital gap (Eh) = 0.343
- SMILES string = C[C@@H](N)C=O.O.O
- LUMO (eV) = 0.5

How positive or negative is each atom? The natural (NBO) charges in e answer that:
1. C -0.62
2. C -0.15
3. N -0.88
4. C 0.44
5. O -0.53
6. H 0.21
7. H 0.22
8. H 0.22
9. H 0.19
10. H 0.39
11. H 0.39
12. H 0.12
13. O -0.97
14. H 0.48
15. H 0.48
16. O -0.94
17. H 0.48
18. H 0.46